#w
DFT (ωB97M-V/def2-TZVPD) results for C3H5ClS2 in the gas phase.

The calculation puts the highest occupied orbital energy at -0.32770 Eh. The LUMO energy is -1.13 eV. The orbital gap comes out at 7.787 eV. The SMILES is CSC(=S)CCl.

```
! wB97M-V def2-TZVPD RIJCOSX def2/J DEFGRID3
* xyz 0 1
C 1.361 -1.091 -0.875
S 1.115 -0.433 0.804
C -0.010 0.867 0.446
S 0.420 2.283 -0.314
C -1.435 0.648 0.947
Cl -2.350 -0.248 -0.298
H 1.907 -0.379 -1.508
H 1.997 -1.958 -0.834
H 0.391 -1.362 -1.336
H -1.937 1.579 1.095
H -1.460 0.095 1.873
*
```

***

#x
DFT (ωB97M-V/def2-TZVPD) results for C3H5ClS2 in the gas phase.

The calculation puts the highest occupied orbital energy at -0.32339 Eh. The LUMO energy is -1.28 eV. The orbital gap comes out at 7.523 eV. The SMILES is CSC(=S)CCl.

```
! wB97M-V def2-TZVPD RIJCOSX def2/J DEFGRID3
* xyz 0 1
C -1.672 -0.350 -1.065
S -0.660 -1.115 0.215
C 0.971 -0.440 0.195
S 1.991 -0.774 -1.058
C 1.325 0.502 1.241
Cl 0.683 2.158 0.915
H -1.275 -0.319 -2.090
H -2.534 -0.987 -1.114
H -2.083 0.615 -0.827
H 2.394 0.506 1.380
H 0.861 0.204 2.208
*
```

***

#y
DFT (ωB97M-V/def2-TZVPD) results for a molecular structure, C3H5ClS2.

The calculation puts the highest occupied orbital energy at -0.33097 Eh. The LUMO energy is -0.34 eV. The orbital gap comes out at 8.666 eV.

```
! wB97M-V def2-TZVPD RIJCOSX def2/J DEFGRID3
* xyz 0 1
C -0.602 0.313 -1.111
C 0.740 0.003 -0.334
C 0.529 0.071 1.156
H -1.106 1.200 -0.521
H -0.514 0.638 -2.284
H -1.351 -0.603 -1.328
H 1.564 0.917 -0.503
H -0.958 -1.030 2.434
S -0.485 -1.331 1.265
S 1.024 1.293 2.017
Cl 1.158 -1.470 -0.790
*
```

***

Stability ranking, top and bottom: #w is the most stable and #y is the least stable.